[1]
Formula: C5H7NS2
Source: the Open Molecules 2025 dataset
Level of theory: ωB97M-V/def2-TZVPD

```
15
Properties=species:S:1:pos:R:3:mulliken_charge:R:1
C 1.966 1.181 -0.227 -1.03
C 0.534 0.929 -0.026 0.36
S -0.669 2.109 -0.099 0.05
N -1.900 1.095 0.111 -0.15
C -1.743 -0.262 0.152 0.08
S -3.118 -1.255 0.031 -0.44
C -0.450 -0.652 0.078 0.05
C 0.192 -1.990 0.047 -1.08
H 2.164 2.244 -0.698 0.33
H 2.452 0.469 -0.824 0.32
H 2.573 1.300 0.737 0.27
H -2.829 1.469 0.558 0.30
H -0.621 -2.616 0.405 0.39
H 0.934 -1.848 0.758 0.33
H 0.515 -2.174 -1.001 0.24
```

The value obtained for the largest force on an atom is 0.124 hartree/bohr. For the frontier orbital gap (spin up / spin down), the calculation gives 6.5 / 6.5 eV. The calculation puts the lowest unoccupied orbital energy (spin up / spin down) at -0.7 / -0.7 eV. The energy relative to the best compared isomer or geometry (same formula, charge and spin) is 327.1 kJ/mol. As for the SMILES: Cc1s[nH]c(=S)c1C.



[2]
Formula: C20H21OOsPSSe2Te2
Source: the Open Molecules 2025 dataset
Level of theory: ωB97M-V/def2-TZVPD

```
49
Properties=species:S:1:pos:R:3:mulliken_spin:R:1
Os 1.352 1.443 -0.654 2.26
Se 0.887 3.394 -2.018 0.33
Te 2.158 2.534 -3.961 0.43
Te 4.204 1.025 -2.952 0.49
Se 3.800 0.970 -0.539 0.35
C -0.438 3.236 1.708 -0.01
P 1.152 2.448 1.410 0.00
C 2.391 3.639 1.951 0.02
C 1.246 0.984 2.446 0.01
C 0.084 0.401 2.956 0.01
C 0.168 -0.754 3.719 0.00
C 1.408 -1.331 3.970 0.01
C 2.570 -0.753 3.466 -0.01
C 2.491 0.400 2.703 -0.01
H -1.261 2.604 1.371 0.01
H -0.467 4.173 1.148 0.00
H -0.546 3.457 2.772 0.00
H 2.247 3.849 3.011 0.00
H 2.275 4.559 1.377 0.00
H 3.396 3.254 1.786 -0.01
H -0.881 0.868 2.793 0.00
H -0.732 -1.197 4.132 0.00
H 1.472 -2.226 4.579 0.00
H 3.537 -1.198 3.677 0.00
H 3.402 0.853 2.330 0.00
O 1.066 -0.183 -2.116 0.04
S 0.136 -0.886 -1.086 0.00
C -0.196 -2.482 -1.775 0.03
C -0.022 -2.685 -3.137 0.00
C -0.339 -3.937 -3.645 0.00
C -0.812 -4.937 -2.802 0.00
C -0.965 -4.707 -1.439 0.00
C -0.645 -3.467 -0.905 0.00
C -1.415 -0.037 -1.190 -0.02
C -2.265 -0.110 -0.091 0.04
C -3.503 0.509 -0.167 -0.01
C -3.862 1.198 -1.321 0.01
C -2.995 1.260 -2.411 -0.01
C -1.762 0.631 -2.357 0.03
H 0.356 -1.897 -3.778 0.00
H -0.213 -4.131 -4.703 0.00
H -1.055 -5.911 -3.210 0.00
H -1.321 -5.496 -0.788 0.00
H -0.739 -3.279 0.160 0.00
H -1.975 -0.665 0.796 0.00
H -4.190 0.450 0.669 0.00
H -4.829 1.686 -1.376 0.00
H -3.288 1.790 -3.309 0.00
H -1.082 0.655 -3.200 0.00
```

As for the expectation value of S²: 6.03. The charge is +2. The value obtained for the largest force on an atom is 0.024 hartree/bohr. For the frontier orbital gap (spin up / spin down), the calculation gives 6.7 / 6.1 eV. The calculation puts the lowest unoccupied orbital energy (spin up / spin down) at -7.3 / -8.5 eV. As for the spin multiplicity: 5. The energy relative to the best compared isomer or geometry (same formula, charge and spin) is 64.4 kJ/mol.



[3]
Formula: C14H20BrCl12NO6
Source: the Open Molecules 2025 dataset
Level of theory: ωB97M-V/def2-TZVPD

```
54
Properties=species:S:1:pos:R:3:mulliken_charge:R:1
C 0.596 2.228 -0.918 -1.06
C -0.553 1.922 -1.864 0.21
O -1.230 3.180 -2.059 -0.51
C -1.558 0.861 -1.350 -0.59
N -1.302 0.386 0.019 -0.14
C -1.903 -0.930 0.325 0.17
C -0.951 -1.815 1.130 -0.46
O -0.058 -2.605 0.329 -0.45
C 0.796 -1.881 -0.475 -0.41
O 0.209 -1.771 -1.796 -0.18
C 0.293 -3.059 -2.270 0.51
O -0.489 -3.570 -3.006 -0.56
O 1.415 -3.644 -1.776 -0.35
C 2.022 -2.719 -0.861 0.25
C 3.051 -1.834 -1.564 -0.34
C 4.343 -2.583 -1.773 0.09
O 5.203 -2.736 -0.967 -0.45
Br 4.496 -3.391 -3.546 -0.18
H 1.034 1.322 -0.499 0.09
H 0.244 2.851 -0.094 0.33
H 1.371 2.768 -1.466 0.31
H -0.136 1.595 -2.823 0.21
H -1.694 3.143 -2.901 0.33
H -2.549 1.332 -1.413 0.44
H -1.581 0.001 -2.020 0.34
H -1.728 1.063 0.640 0.32
H -2.811 -0.797 0.920 -0.49
H -2.149 -1.450 -0.605 0.37
H -0.392 -1.205 1.845 0.20
H -1.538 -2.536 1.705 0.35
H 1.051 -0.904 -0.066 0.53
H 2.431 -3.228 0.007 0.47
H 3.283 -0.981 -0.921 0.12
H 2.674 -1.481 -2.523 0.54
Cl 4.093 -0.304 1.738 -0.12
C 4.049 -1.692 2.827 -0.03
Cl 4.204 -1.171 4.502 -0.11
Cl 2.565 -2.626 2.586 -0.09
H 4.888 -2.334 2.596 0.39
Cl -1.995 0.188 3.916 -0.05
C -0.856 -0.192 5.213 -0.12
Cl -1.651 -1.133 6.476 -0.13
Cl 0.525 -1.065 4.562 -0.04
H -0.516 0.736 5.652 0.33
Cl -5.115 1.296 0.825 -0.11
C -5.982 -0.239 0.955 -0.03
Cl -6.167 -0.989 -0.627 -0.12
Cl -5.151 -1.322 2.072 -0.12
H -6.967 -0.035 1.353 0.38
Cl 1.039 8.267 -2.702 -0.13
C 0.338 6.685 -2.355 0.08
Cl 0.112 5.764 -3.843 -0.12
Cl 1.329 5.796 -1.203 -0.11
H -0.634 6.841 -1.908 0.27
```

The value obtained for the largest force on an atom is 0.016 hartree/bohr. For the frontier orbital gap, the calculation gives 9.3 eV. The calculation puts the lowest unoccupied orbital energy at 0.2 eV. The energy relative to the best compared isomer or geometry (same formula, charge and spin) is 0.0 kJ/mol. As for the SMILES: C[C@H](O)CNCCO[C@@H]1OC(=O)O[C@H]1CC(=O)Br.ClC(Cl)Cl.ClC(Cl)Cl.ClC(Cl)Cl.ClC(Cl)Cl.



[4]
Formula: CH3ClO2PS
Source: the Open Molecules 2025 dataset
Level of theory: ωB97M-V/def2-TZVPD

```
9
Properties=species:S:1:pos:R:3:mulliken_charge:R:1
O 2.299 -0.641 0.351 -0.57
P 1.396 -0.250 -0.760 0.24
Cl 1.695 -1.607 -2.248 -0.36
S -0.613 -1.055 -0.320 -0.25
C -0.964 0.356 0.780 -0.56
O -0.706 1.604 0.160 -0.47
H -1.919 0.080 1.151 0.25
H -0.429 0.135 1.674 0.32
H -0.759 1.378 -0.789 0.38
```

The charge is -1. The value obtained for the largest force on an atom is 0.048 hartree/bohr. For the frontier orbital gap, the calculation gives 7.0 eV. The calculation puts the lowest unoccupied orbital energy at 3.6 eV. The energy relative to the best compared isomer or geometry (same formula, charge and spin) is 195.4 kJ/mol. As for the SMILES: [O-]P(Cl)SCO.



[5]
Formula: C15H20AgNP2S
Source: the Open Molecules 2025 dataset
Level of theory: ωB97M-V/def2-TZVPD

```
40
Properties=species:S:1:pos:R:3:mulliken_charge:R:1
Ag -0.452 -1.489 -0.544 -0.52
S -0.643 -3.599 -1.888 -0.48
C -0.656 -2.493 -3.191 0.82
C -0.828 -2.937 -4.513 -0.82
C -0.843 -2.015 -5.527 -0.14
C -0.674 -0.662 -5.224 -0.68
C -0.498 -0.309 -3.904 -0.30
N -0.495 -1.183 -2.905 -0.14
H -0.943 -3.996 -4.689 0.39
H -0.979 -2.323 -6.554 0.37
H -0.677 0.093 -5.995 0.38
H -0.343 0.727 -3.622 0.34
C -3.069 0.099 1.912 -1.31
P -1.551 0.241 0.885 0.95
C -1.964 1.697 -0.154 -1.20
C -0.351 1.023 2.032 0.32
C -0.786 1.908 3.013 -0.34
C 0.105 2.490 3.895 -0.82
C 1.453 2.182 3.813 -0.81
C 1.901 1.314 2.833 -0.36
C 1.015 0.730 1.930 0.17
P 1.625 -0.391 0.607 1.00
C 3.253 0.370 0.186 -1.33
C 2.159 -1.816 1.640 -1.32
H -3.481 1.065 2.197 0.36
H -2.843 -0.491 2.799 0.39
H -3.809 -0.439 1.321 0.40
H -2.195 2.562 0.468 0.45
H -2.817 1.446 -0.783 0.38
H -1.109 1.916 -0.792 0.27
H -1.835 2.159 3.100 0.22
H -0.249 3.177 4.650 0.40
H 2.154 2.620 4.507 0.40
H 2.955 1.089 2.782 0.25
H 3.979 0.288 0.993 0.38
H 3.098 1.417 -0.074 0.39
H 3.637 -0.152 -0.691 0.40
H 2.736 -1.487 2.506 0.44
H 2.756 -2.484 1.018 0.38
H 1.264 -2.349 1.967 0.31
```

The value obtained for the largest force on an atom is 0.015 hartree/bohr. For the frontier orbital gap, the calculation gives 7.3 eV. The calculation puts the lowest unoccupied orbital energy at 0.5 eV. The energy relative to the best compared isomer or geometry (same formula, charge and spin) is 0.0 kJ/mol.



[6]
Formula: C8H23Br2FeNO5
Source: the Open Molecules 2025 dataset
Level of theory: ωB97M-V/def2-TZVPD

```
40
Properties=species:S:1:pos:R:3:mulliken_spin:R:1
Fe -0.626 1.890 0.983 3.79
Br 0.248 3.875 -0.141 0.10
Br -0.928 2.480 3.467 0.06
C -0.992 -1.217 -2.578 0.00
C 0.063 -0.616 -1.654 0.00
C 1.467 -0.822 -2.222 0.00
O 2.377 -0.408 -1.235 0.00
C 3.739 -0.602 -1.553 0.00
N -0.193 0.822 -1.383 0.02
H -0.732 -2.242 -2.855 0.00
H -0.948 -0.685 -3.535 0.00
H -2.005 -1.235 -2.184 0.00
H 0.076 -1.202 -0.726 0.00
H 1.584 -0.150 -3.090 0.00
H 1.626 -1.827 -2.627 0.00
H 3.992 -1.657 -1.689 0.00
H 4.338 -0.184 -0.749 0.00
H 3.968 -0.082 -2.490 0.00
H -0.774 1.176 -2.141 0.00
H 0.686 1.312 -1.534 0.00
C -3.143 0.033 1.109 0.00
C -3.490 1.144 0.154 0.01
O -2.636 2.274 0.400 0.01
O -1.728 -0.231 1.118 0.00
H -3.674 -0.856 0.750 0.00
H -3.474 0.196 2.135 0.00
H -4.527 1.441 0.326 0.00
H -3.380 0.816 -0.884 0.00
H -3.109 3.033 0.045 0.00
H -1.597 -1.166 1.281 0.01
C 1.194 -1.034 2.859 0.00
C 1.773 0.307 2.440 0.00
O 1.163 0.833 1.285 0.01
O 1.285 -2.044 1.855 0.00
H 0.145 -0.905 3.147 0.00
H 1.665 -1.323 3.807 0.00
H 2.853 0.193 2.297 0.00
H 1.654 0.971 3.293 0.00
H 1.477 0.363 0.488 0.00
H 0.582 -2.672 2.029 0.00
```

As for the expectation value of S²: 6.01. The value obtained for the largest force on an atom is 0.027 hartree/bohr. For the frontier orbital gap (spin up / spin down), the calculation gives 7.7 / 7.6 eV. The calculation puts the lowest unoccupied orbital energy (spin up / spin down) at -0.1 / -0.1 eV. As for the spin multiplicity: 5.